# C31H58CsN6OPSe2

A molecular structure, C31H58CsN6OPSe2 (wB97M-V/def2-TZVPD, the Open Molecules 2025 dataset).

Element x y z (Å)
Cs -1.608 -0.954 1.072
C 2.011 0.160 6.305
Se 0.843 0.165 4.738
C -0.782 0.516 5.761
C -0.856 1.942 6.295
Se -1.859 3.210 5.191
C -1.480 2.547 3.412
H 1.757 -0.664 6.972
H 1.942 1.098 6.857
H 3.043 0.037 5.980
H -0.786 -0.194 6.591
H -1.607 0.253 5.078
H 0.150 2.329 6.477
H -1.386 1.951 7.251
H -0.424 2.611 3.166
H -2.050 3.211 2.761
H -1.866 1.532 3.318
N -3.591 -2.300 4.621
C -3.690 -0.997 3.920
O -2.516 -0.565 3.491
C -4.740 -0.067 4.456
C -4.947 -0.747 3.103
H -2.883 -2.811 4.103
H -4.457 -2.821 4.507
H -4.498 0.988 4.451
H -5.359 -0.402 5.281
H -4.835 -0.136 2.217
H -5.709 -1.516 3.030
C -2.435 1.558 -1.870
N -3.328 1.071 -0.847
C -3.713 2.120 0.059
C -4.493 0.380 -1.386
C -4.147 -0.837 -2.223
C -4.349 -0.751 -3.597
C -4.061 -1.827 -4.425
C -3.565 -2.983 -3.846
C -3.366 -3.039 -2.469
C -3.638 -1.988 -1.571
H -2.898 2.366 -2.479
H -2.171 0.743 -2.537
H -1.516 1.925 -1.411
H -4.314 2.913 -0.438
H -2.822 2.592 0.479
H -4.305 1.711 0.880
H -5.109 1.094 -1.979
H -5.096 0.055 -0.534
H -4.733 0.175 -4.028
H -4.216 -1.758 -5.499
H -3.327 -3.846 -4.466
H -2.961 -3.980 -2.085
N 0.434 0.051 -0.229
P 1.635 -0.235 -1.093
N 2.499 1.136 -1.666
C 3.882 1.182 -2.091
C 4.170 2.503 -2.805
C 3.986 3.696 -1.859
C 2.891 3.400 -0.824
C 1.877 2.416 -1.394
N 1.300 -1.240 -2.441
C 2.264 -1.564 -3.465
C 2.146 -0.647 -4.686
C 0.723 -0.712 -5.232
C -0.287 -0.414 -4.132
C -0.061 -1.315 -2.925
N 2.981 -1.132 -0.447
C 3.484 -0.501 0.759
C 4.803 -1.132 1.186
C 4.625 -2.627 1.421
C 3.981 -3.271 0.197
C 2.702 -2.536 -0.191
H 4.107 0.348 -2.763
H 4.585 1.078 -1.244
H 3.487 2.590 -3.654
H 5.184 2.487 -3.217
H 3.725 4.587 -2.439
H 4.931 3.924 -1.354
H 2.400 4.321 -0.501
H 3.324 2.949 0.073
H 1.424 2.851 -2.304
H 1.063 2.208 -0.690
H 2.097 -2.605 -3.801
H 3.267 -1.544 -3.027
H 2.870 -0.945 -5.455
H 2.382 0.376 -4.384
H 0.542 -1.725 -5.615
H 0.593 -0.032 -6.081
H -1.309 -0.542 -4.500
H -0.183 0.626 -3.804
H -0.274 -2.362 -3.200
H -0.750 -1.048 -2.120
H 2.735 -0.583 1.568
H 3.611 0.568 0.572
H 5.164 -0.638 2.095
H 5.550 -0.964 0.403
H 3.965 -2.770 2.283
H 5.578 -3.108 1.668
H 3.748 -4.323 0.391
H 4.677 -3.243 -0.648
H 1.953 -2.633 0.616
H 2.263 -2.971 -1.089

Summary:
Total energy, Ha: -6784.05857
HOMO-LUMO gap, eV: 4.73
Charge: -2

---

# C25H25BrINO2Se2Ta

A molecular structure, C25H25BrINO2Se2Ta (wB97M-V/def2-TZVPD, the Open Molecules 2025 dataset).

Element x y z (Å)
Ta 0.208 -0.372 0.580
C 2.794 -1.435 3.473
C 1.787 -2.125 2.813
C 1.893 -1.885 1.377
C 3.176 -1.256 1.207
C 3.677 -0.866 2.455
H 2.939 -1.357 4.549
H 0.916 -2.581 3.292
H 1.497 -2.630 0.675
H 3.611 -1.010 0.263
H 4.538 -0.269 2.675
O -1.753 -4.572 -4.092
C -1.808 -4.787 -2.709
C -1.483 -3.406 -2.006
C -2.583 -2.440 -2.458
O -2.305 -1.158 -2.000
C -0.098 -2.998 -2.444
Se 1.055 -1.614 -1.551
C -1.519 -3.735 -0.507
Se -1.214 -2.356 0.979
H -1.699 -5.398 -4.605
H -1.102 -5.530 -2.323
H -2.783 -5.103 -2.346
H -3.547 -2.848 -2.081
H -2.616 -2.490 -3.573
H -2.884 -0.486 -2.395
H -0.138 -2.657 -3.488
H 0.543 -3.925 -2.381
H -0.736 -4.452 -0.199
H -2.472 -4.190 -0.197
I -2.504 0.789 1.176
C -1.818 2.357 -0.274
C -2.692 3.403 -0.426
C -2.298 4.612 -1.012
C -1.020 4.741 -1.489
C -0.120 3.646 -1.399
C 1.206 3.810 -1.918
C 2.125 2.806 -1.783
C 1.729 1.583 -1.230
C 0.463 1.386 -0.729
C -0.504 2.396 -0.796
H -3.708 3.266 -0.038
H -2.989 5.432 -1.063
H -0.717 5.679 -1.906
H 1.420 4.709 -2.468
H 3.138 2.939 -2.138
H 2.448 0.776 -1.258
Br 0.712 4.873 4.829
C 0.673 3.278 3.838
C 1.643 3.096 2.843
C 1.663 1.902 2.148
N 0.658 0.964 2.253
C -0.178 1.077 3.332
C -0.239 2.233 4.074
H 2.371 3.842 2.591
H 2.422 1.740 1.391
H -0.833 0.224 3.562
H -0.946 2.370 4.906

Summary:
Total energy, Ha: -8904.12856
HOMO-LUMO gap (alpha / beta), eV: 5.79 / 5.78
Charge: +1